[1]
{"formula": "C26H20B2CrF2N6S2", "method": "the ωB97M-V functional and the def2-TZVPD basis", "total_charge": 1, "orbital_gap_ha": [0.240, 0.243], "spin_multiplicity": 2, "species": ["Cr", "S", "C", "C", "C", "C", "C", "C", "N", "C", "C", "C", "C", "C", "C", "C", "C", "N", "C", "C", "C", "C", "C", "S", "C", "H", "H", "H", "H", "H", "H", "H", "H", "H", "H", "H", "H", "B", "N", "C", "C", "C", "N", "N", "C", "C", "C", "N", "H", "H", "H", "H", "H", "H", "H", "H", "F", "B", "F"], "positions_angstrom": [[0.30047, -0.99754, -0.32507], [4.54470, -0.47154, 3.57629], [5.51508, 0.07333, 4.87350], [5.28652, 1.38030, 5.17913], [4.31230, 1.96499, 4.35704], [3.79277, 1.09431, 3.42734], [2.73141, 1.33386, 2.48517], [2.29734, 0.31115, 1.61878], [1.26245, 0.42075, 0.79727], [0.66648, 1.63588, 0.69763], [1.02348, 2.73255, 1.51645], [0.30434, 3.95614, 1.35967], [-0.69143, 4.07691, 0.44970], [-1.05834, 2.98764, -0.39977], [-2.09205, 3.05441, -1.33340], [-2.38710, 1.93180, -2.10699], [-1.59476, 0.78461, -1.92741], [-0.59812, 0.68459, -1.05987], [-0.34810, 1.77070, -0.27952], [-3.45327, 1.93333, -3.07245], [-3.89535, 0.90095, -3.86835], [-4.96003, 1.26833, -4.70454], [-5.33043, 2.56883, -4.54234], [-4.38881, 3.37314, -3.36917], [2.05212, 2.55293, 2.44029], [6.19310, -0.61166, 5.34384], [5.78735, 1.90486, 5.97151], [4.01338, 2.99200, 4.44143], [2.81610, -0.64024, 1.62172], [0.57723, 4.78725, 1.99146], [-1.23914, 5.00280, 0.35192], [-2.66024, 3.96368, -1.44575], [-1.79394, -0.09161, -2.52242], [-3.48186, -0.09020, -3.85835], [-5.43274, 0.59986, -5.39988], [-6.09983, 3.11300, -5.05235], [2.31255, 3.36110, 3.10297], [-1.09938, -4.26680, -0.25433], [-0.97336, -3.43671, -1.54309], [-1.38641, -3.90239, -2.71917], [-1.05211, -2.98267, -3.70423], [-0.42853, -1.95843, -3.01923], [-0.40734, -2.23652, -1.69980], [-0.42438, -3.58951, 0.95827], [-0.60501, -4.09029, 2.17728], [-0.01468, -3.24602, 3.10604], [0.52410, -2.23156, 2.33952], [0.28461, -2.45453, 1.03125], [-2.26148, -4.37339, -0.00234], [-0.56545, -5.31445, -0.44391], [-1.88616, -4.84627, -2.80461], [-1.23046, -3.06004, -4.75593], [0.03393, -1.07194, -3.40972], [-1.14398, -5.00127, 2.32723], [0.00365, -3.34860, 4.17103], [1.06663, -1.37600, 2.68731], [2.21073, -0.04417, -2.25240], [2.02521, -0.98678, -1.34480], [3.04625, -1.79485, -1.17987]], "atomic_forces_ev_per_a": [[-0.545, -0.628, -0.566], [-0.083, 0.568, 0.193], [-0.158, -0.059, -0.151], [0.216, -0.252, 0.134], [-0.315, -0.294, -0.541], [0.747, -0.376, 0.604], [-0.692, 0.611, -0.379], [-0.055, 0.154, -0.022], [0.485, 0.398, 0.624], [0.431, 0.349, 0.559], [-0.131, -0.630, -0.460], [-0.291, 0.183, -0.201], [0.202, 0.097, 0.314], [0.405, -0.612, 0.054], [0.167, -0.811, -0.231], [0.606, 0.502, 0.599], [-0.167, -0.108, -0.162], [-0.665, 0.505, 0.545], [-0.403, 0.531, -0.147], [-0.811, 0.108, -0.685], [0.317, 0.389, 0.426], [-0.304, 0.249, -0.175], [0.145, 0.035, 0.117], [0.208, -0.585, -0.068], [0.169, -0.698, -0.222], [0.167, -0.089, 0.094], [0.147, 0.057, 0.131], [-0.103, 0.244, 0.050], [-0.104, -0.060, -0.034], [-0.014, 0.121, 0.051], [0.001, 0.090, 0.005], [-0.071, 0.159, 0.027], [-0.039, -0.059, 0.022], [0.129, -0.226, 0.024], [-0.109, -0.103, -0.128], [-0.202, 0.056, -0.137], [0.073, 0.104, 0.099], [-0.109, -0.163, -0.018], [-0.204, -0.248, -0.391], [0.169, 0.337, -0.141], [-0.009, 0.087, 0.084], [-0.078, -0.375, -0.223], [0.102, 0.185, -0.134], [-0.335, -0.461, 0.381], [0.254, 0.366, -0.017], [0.155, 0.227, -0.207], [-0.014, -0.457, 0.643], [0.056, 1.235, 0.003], [-0.257, -0.100, 0.092], [0.075, -0.288, -0.049], [-0.031, -0.219, 0.101], [-0.007, -0.023, -0.224], [0.059, 0.206, 0.003], [-0.179, -0.255, -0.076], [0.036, -0.043, 0.184], [0.011, 0.091, -0.063], [-0.309, 0.445, -0.357], [1.063, -0.013, -0.295], [0.198, -0.457, 0.340]], "mulliken_spin": [1.1350, 0.0003, -0.0004, 0.0001, -0.0004, -0.0010, 0.0063, -0.0215, -0.0445, -0.0341, 0.0081, 0.0000, -0.0008, -0.0059, -0.0023, -0.0022, -0.0002, 0.0183, -0.0128, -0.0001, 0.0000, 0.0000, 0.0001, 0.0000, 0.0039, 0.0000, 0.0000, 0.0000, 0.0118, 0.0001, 0.0002, 0.0000, -0.0007, 0.0003, 0.0000, 0.0000, 0.0000, 0.0014, 0.0081, 0.0212, 0.0024, 0.0308, -0.0346, 0.0046, -0.0013, -0.0019, 0.0034, -0.0156, -0.0001, 0.0001, 0.0012, 0.0003, -0.0035, 0.0000, -0.0001, -0.0017, -0.0018, -0.0709, 0.0007]}

[2]
{"formula": "C3H4ClOPS", "method": "the ωB97M-V functional and the def2-TZVPD basis", "e_above_lowest_ev": 0.000, "orbital_gap_ha": 0.349, "species": ["C", "C", "C", "S", "P", "Cl", "O", "H", "H", "H", "H"], "positions_angstrom": [[-1.16236, 0.16412, 1.14533], [-0.22753, -0.19952, 0.05101], [0.59499, -1.18996, -0.07566], [1.54451, -1.11486, -1.73864], [0.71701, 0.92557, -2.08376], [2.07698, 1.99171, -1.02785], [-0.40239, 0.69827, -0.98731], [-0.73830, 1.07199, 1.76476], [-1.23776, -0.68570, 1.89135], [-2.12120, 0.37171, 0.58436], [0.95606, -2.03333, 0.47641]], "atomic_forces_ev_per_a": [[0.185, 0.235, 1.465], [-1.356, 1.109, 1.095], [2.819, -0.753, -3.300], [-1.374, 0.864, 1.228], [1.065, -1.756, -1.071], [0.644, 0.653, 0.464], [-0.881, 0.041, 0.569], [-1.112, -1.478, -1.479], [-0.238, 0.964, -0.987], [0.740, 0.024, 1.333], [-0.492, 0.097, 0.685]], "nbo_charge": [-0.6531, 0.2594, -0.3395, -0.1537, 1.0523, -0.3272, -0.7979, 0.2377, 0.2285, 0.2412, 0.2521]}

[3]
{"formula": "C18H30N2O4S6Sc", "method": "the ωB97M-V functional and the def2-TZVPD basis", "e_above_lowest_ev": 0.647, "total_charge": 1, "orbital_gap_ha": 0.309, "species": ["Sc", "C", "C", "S", "C", "C", "S", "C", "C", "S", "C", "C", "S", "H", "H", "H", "H", "H", "H", "H", "H", "H", "H", "H", "H", "H", "H", "H", "H", "O", "S", "O", "O", "S", "C", "C", "N", "C", "C", "C", "O", "C", "C", "C", "C", "N", "C", "H", "H", "H", "H", "H", "H", "H", "H", "H", "H", "H", "H", "H", "H"], "positions_angstrom": [[1.47694, -0.47186, 1.43126], [-0.10836, -3.08513, 3.79663], [1.37736, -3.25277, 4.05806], [2.33492, -1.73123, 3.91634], [1.80485, -0.76117, 5.35308], [1.95295, 0.71581, 5.01165], [0.95441, 1.24363, 3.59874], [-0.70774, 0.85511, 4.22283], [-1.73855, 1.37744, 3.23776], [-1.41870, 0.83828, 1.54610], [-2.41775, -0.65614, 1.38124], [-2.09525, -1.79689, 2.32828], [-0.39471, -2.39954, 2.14078], [-0.55728, -2.41476, 4.53238], [-0.62043, -4.04511, 3.87126], [1.82578, -3.93196, 3.33067], [1.52268, -3.70818, 5.03842], [2.43244, -0.98699, 6.21564], [0.77631, -0.98674, 5.63844], [2.98522, 0.95267, 4.75019], [1.68591, 1.33645, 5.86807], [-0.83891, 1.33263, 5.19517], [-0.81484, -0.22100, 4.35212], [-1.71936, 2.46703, 3.21825], [-2.74562, 1.08304, 3.53657], [-2.29639, -0.95855, 0.33951], [-3.46968, -0.38989, 1.49990], [-2.78514, -2.62129, 2.14508], [-2.24164, -1.47947, 3.36223], [2.79118, -2.01146, 1.18119], [3.78471, -0.96507, 0.57812], [2.83593, -0.25088, -0.33446], [4.96499, -1.53531, 0.04291], [3.93218, 0.39550, 2.03127], [0.33316, 0.91258, -6.41667], [0.70859, 1.48570, -5.06000], [-0.41866, 2.10025, -4.37008], [-0.95030, 3.34910, -4.92795], [-2.31968, 3.16745, -5.56108], [-0.91476, 1.71002, -3.18097], [-1.70130, 2.37844, -2.52635], [-0.44268, 0.41159, -2.57359], [-0.54560, -0.83309, -3.17615], [-0.21044, -1.96581, -2.44992], [0.21627, -1.81966, -1.14428], [0.29307, -0.62257, -0.54373], [-0.02549, 0.46493, -1.25093], [1.20772, 0.46863, -6.89041], [-0.04831, 1.68517, -7.08301], [-0.43526, 0.14317, -6.33047], [1.48197, 2.25082, -5.17965], [1.14446, 0.72049, -4.41848], [-0.22360, 3.70585, -5.65847], [-1.00028, 4.08459, -4.12390], [-2.28538, 2.44908, -6.37935], [-2.67780, 4.11661, -5.95815], [-3.03772, 2.82141, -4.81987], [-0.89342, -0.91633, -4.19704], [-0.27294, -2.95118, -2.88723], [0.52085, -2.67792, -0.55647], [0.02913, 1.42448, -0.75148]], "atomic_forces_ev_per_a": [[-0.364, 0.352, 0.607], [-0.007, 0.040, 0.084], [-0.089, -0.128, 0.044], [0.018, -0.003, 0.084], [-0.099, 0.013, 0.033], [0.082, -0.003, 0.090], [-0.043, 0.048, 0.026], [0.024, -0.019, 0.010], [-0.024, 0.042, 0.121], [0.065, 0.016, -0.188], [-0.148, -0.043, -0.099], [-0.071, 0.079, 0.067], [-0.105, -0.112, 0.046], [-0.006, 0.025, -0.045], [0.020, 0.003, -0.061], [0.028, 0.063, -0.037], [0.042, 0.072, 0.022], [0.068, -0.060, -0.068], [0.024, -0.058, -0.074], [-0.042, -0.008, -0.059], [-0.040, -0.003, -0.035], [0.063, 0.041, -0.002], [0.072, -0.001, -0.010], [0.019, 0.001, -0.061], [-0.002, -0.037, -0.049], [0.049, 0.019, 0.014], [0.040, 0.067, 0.025], [0.064, -0.033, -0.035], [0.068, -0.036, -0.004], [0.532, 0.182, -0.381], [-0.300, -0.360, -0.074], [0.139, -0.059, -0.052], [0.009, 0.008, -0.051], [-0.007, 0.077, 0.218], [0.029, -0.049, -0.027], [0.089, -0.054, 0.030], [-0.139, 0.007, -0.054], [0.037, 0.038, 0.044], [-0.018, 0.036, -0.004], [0.389, 0.142, 0.130], [-0.186, -0.061, 0.002], [-0.060, -0.033, 0.125], [0.003, 0.065, 0.017], [0.031, 0.014, 0.069], [0.020, -0.009, -0.070], [-0.127, -0.117, -0.078], [-0.055, -0.105, -0.084], [0.026, -0.003, -0.013], [0.001, 0.035, -0.005], [-0.010, -0.011, 0.036], [-0.036, -0.020, -0.016], [-0.039, 0.005, -0.042], [-0.019, -0.022, -0.014], [-0.021, -0.025, -0.019], [0.005, -0.025, -0.020], [0.000, 0.024, -0.009], [-0.004, -0.010, 0.023], [-0.001, -0.013, -0.041], [0.006, -0.021, -0.007], [-0.020, 0.031, -0.048], [0.019, -0.005, -0.031]], "nbo_charge": [1.2910, -0.5134, -0.5618, 0.3492, -0.5566, -0.5323, 0.2804, -0.5314, -0.5552, 0.2999, -0.5433, -0.5248, 0.2585, 0.2110, 0.2479, 0.2605, 0.2509, 0.2502, 0.2121, 0.2632, 0.2465, 0.2439, 0.2036, 0.2562, 0.2452, 0.2506, 0.2509, 0.2496, 0.2184, -1.0206, 2.1594, -0.9846, -0.8621, -0.4644, -0.6197, -0.2097, -0.4175, -0.2179, -0.6174, 0.6571, -0.6189, -0.1368, -0.1432, -0.1767, 0.0374, -0.5473, 0.0932, 0.2278, 0.2169, 0.2020, 0.2062, 0.2101, 0.2014, 0.2256, 0.2045, 0.2238, 0.2243, 0.2365, 0.2331, 0.2267, 0.2298]}

[4]
{"formula": "C4H11N2S", "method": "the ωB97M-V functional and the def2-TZVPD basis", "e_above_lowest_ev": 1.162, "total_charge": -1, "orbital_gap_ha": 0.208, "species": ["N", "C", "C", "N", "C", "C", "S", "H", "H", "H", "H", "H", "H", "H", "H", "H", "H", "H"], "positions_angstrom": [[0.01765, -1.29823, 2.73982], [0.32569, -0.39600, 1.65955], [-0.90659, -0.11212, 0.78980], [-0.61439, 0.83775, -0.25425], [-0.30690, 0.22919, -1.57979], [0.74344, 0.97385, -2.37099], [0.93286, 0.20636, -4.03002], [0.56142, -1.30803, 3.57907], [-0.61936, -2.05657, 2.59345], [1.14062, -0.72283, 0.99903], [0.62686, 0.55295, 2.09467], [-1.16900, -1.06622, 0.33470], [-1.69757, 0.20240, 1.48044], [0.11823, 1.48122, 0.01890], [-0.12783, -0.84684, -1.54011], [-1.22521, 0.37399, -2.16063], [0.46609, 2.02434, -2.45555], [1.73402, 0.92478, -1.89809]], "atomic_forces_ev_per_a": [[-0.287, 0.132, 0.185], [-0.104, 0.001, -0.069], [0.868, -0.149, 0.532], [0.026, -0.184, -0.203], [-1.080, 1.120, -0.141], [0.657, -0.645, -0.362], [-0.039, 0.172, 0.009], [0.080, -0.113, -0.098], [0.158, -0.111, -0.074], [-0.013, -0.093, 0.046], [0.191, 0.244, 0.102], [-0.445, -0.018, -0.087], [-0.190, 0.040, -0.228], [0.070, -0.149, 0.017], [0.358, 0.021, 0.192], [0.048, -0.443, -0.135], [-0.104, 0.119, 0.031], [-0.194, 0.057, 0.283]], "nbo_charge": [-0.8920, -0.2173, -0.2052, -0.6499, -0.2362, -0.5351, -0.7311, 0.3681, 0.3676, 0.1665, 0.1670, 0.1793, 0.1671, 0.3458, 0.1754, 0.1825, 0.1765, 0.1711]}

[5]
{"formula": "C4H11NO2", "method": "the ωB97M-V functional and the def2-TZVPD basis", "e_above_lowest_ev": 3.906, "orbital_gap_ha": 0.276, "species": ["C", "C", "C", "C", "N", "H", "H", "H", "H", "H", "H", "H", "O", "H", "H", "O", "H", "H"], "positions_angstrom": [[-0.51743, 1.13006, -2.25917], [-0.57439, 0.31483, -1.14270], [-0.18406, -1.05817, -1.13123], [-0.12811, -1.70429, 0.06329], [0.32169, -3.00556, 0.27396], [-1.12272, 1.10036, -3.15695], [-0.04961, 2.09687, -2.04547], [-1.06451, 0.74854, -0.27779], [-0.02211, -1.71133, -1.97871], [-0.26197, -1.09383, 0.94133], [0.38248, -3.23042, 1.25467], [1.19349, -3.20393, -0.18851], [-0.08902, 0.72234, 2.70067], [-0.63962, 1.34747, 3.17668], [0.04542, 1.08721, 1.81564], [0.89441, 2.70283, 0.53158], [0.89486, 1.84817, 0.07945], [0.41732, 3.24012, -0.11301]], "atomic_forces_ev_per_a": [[-0.112, 0.897, 1.360], [0.077, -0.105, -2.318], [-1.630, -1.841, 1.356], [0.699, 0.717, -0.418], [-0.210, 0.382, 0.147], [1.239, -1.082, -0.742], [-1.398, 0.565, 0.010], [1.455, 0.255, 1.016], [0.214, 0.631, -0.618], [-0.487, -0.146, 0.470], [0.111, -0.049, -0.020], [-0.023, -0.265, -0.239], [0.048, -0.471, -0.171], [0.009, 0.168, -0.122], [-0.060, 0.373, 0.405], [-0.258, -0.180, -0.328], [0.304, -0.081, 0.001], [0.023, 0.231, 0.210]], "nbo_charge": [-0.4882, -0.2014, -0.3408, 0.0650, -0.8086, 0.2200, 0.1663, 0.2117, 0.2147, 0.1954, 0.3801, 0.3837, -0.9540, 0.4745, 0.4779, -0.9371, 0.4690, 0.4717]}